{"formula": "C19H21IN2O3SSn", "method": "ωB97M-V/def2-TZVPD", "elements": ["I", "Sn", "S", "O", "O", "O", "N", "N", "C", "C", "C", "C", "C", "C", "C", "C", "C", "C", "C", "C", "C", "C", "C", "C", "C", "C", "C", "H", "H", "H", "H", "H", "H", "H", "H", "H", "H", "H", "H", "H", "H", "H", "H", "H", "H", "H", "H", "H"], "coordinates": [[-1.101, 3.549, 0.213], [1.240, 2.080, -1.235], [0.655, -0.799, 0.774], [2.045, -1.187, 0.590], [-0.353, -1.809, 0.516], [0.363, 0.561, 0.169], [0.697, -1.137, -2.281], [-1.358, 0.839, -2.489], [0.125, 0.307, 6.729], [0.275, -3.758, -3.124], [-3.920, 0.139, -3.263], [0.297, 0.862, 2.979], [1.647, -2.060, -2.209], [-2.341, 1.730, -2.502], [0.191, 0.045, 5.258], [-2.896, -0.806, -3.273], [0.230, -1.266, 4.781], [-1.596, -0.444, -2.830], [0.448, -0.451, 2.521], [-0.514, -1.484, -2.743], [1.534, -3.375, -2.656], [0.332, -1.527, 3.419], [0.207, 1.101, 4.348], [1.371, 4.276, -0.914], [2.833, 0.720, -1.763], [-3.658, 1.443, -2.859], [-0.760, -2.814, -3.154], [3.027, -0.075, -1.022], [0.926, -0.227, 7.255], [0.244, 1.693, 2.265], [0.344, -2.554, 3.046], [0.232, 1.376, 6.928], [-0.822, -0.027, 7.170], [0.182, 2.120, 4.725], [1.175, 4.707, -1.909], [0.092, -4.775, -3.462], [0.214, -2.092, 5.495], [2.587, -1.712, -1.803], [-4.926, -0.154, -3.560], [-2.105, 2.750, -2.157], [-3.062, -1.839, -3.576], [2.597, 0.366, -2.766], [3.658, 1.442, -1.768], [0.933, 4.937, -0.165], [-4.412, 2.224, -2.810], [2.398, -4.051, -2.628], [2.484, 4.223, -0.785], [-1.758, -3.070, -3.472]], "e_above_lowest_ev": 0.000, "energy_ev": -53930.7863, "gap_ev": 5.55, "charge": 0}